# 1
Density functional theory data (ωB97M-V/def2-TZVPD) for 2 unconnected molecules or ions with the total composition C4H5N2 in a non-equilibrium geometry.

Summary:
E_HOMO: -14.716 eV
ΔE to the lowest compared entry with this formula, charge and spin: 122.1 kcal/mol
gap between HOMO and LUMO: 0.369 Eh
net charge: +1

Geometry (Å):
1 C -2.258 -0.562 0.070
2 H -2.643 -1.595 -0.201
3 N 0.588 0.636 -0.397
4 H -2.233 1.403 0.113
5 H 1.943 0.817 1.286
6 H 2.637 0.972 -0.500
7 N -2.685 0.537 0.123
8 H 1.609 -1.541 -0.728
9 C 1.833 0.526 0.248
10 C -0.058 -0.378 -0.005
11 C 1.268 -0.815 -0.010

Cartesian forces, eV/Å:
C 1.0 -0.9 -1.2
H 1.0 1.2 0.8
N -1.2 2.8 -1.6
H 0.6 1.6 0.2
H -0.4 0.2 -0.1
H -1.1 -1.2 2.1
N -1.2 -1.2 0.1
H 0.3 -0.1 -0.2
C 4.3 1.1 -1.3
C -4.5 -2.8 1.5
C 1.0 -0.6 -0.2

Just the Mulliken charges please, in e? Sure, here they are: 0.255, 0.333, -0.160, 0.312, 0.275, 0.246, -0.228, 0.225, -0.183, 0.038, -0.112

---

# 2
Density functional theory data (ωB97M-V/def2-TZVPD) for a molecular structure, C13H18AuN2S5.

Summary:
2S+1: 2
E_HOMO (spin up / spin down): -5.309 / -8.192 eV
ΔE to the lowest compared entry with this formula, charge and spin: 0.4 kcal/mol
gap between HOMO and LUMO (spin up / spin down): 0.148 / 0.255 Eh
net charge: 0

Geometry (Å):
1 S 1.296 -2.651 -0.384
2 H 3.424 -1.677 -0.522
3 C -0.399 -0.186 -3.628
4 C -0.999 -2.513 -2.090
5 C 1.090 -0.413 -3.862
6 H -2.480 1.625 5.730
7 C 0.345 -3.205 -1.826
8 H -0.978 -0.663 -4.423
9 N -0.788 1.774 1.218
10 H -2.838 1.888 1.422
11 S -1.079 -0.709 -2.040
12 S 0.698 0.170 6.138
13 H -1.708 -2.808 -1.314
14 C 0.444 1.136 3.163
15 H -0.614 0.882 -3.646
16 C 2.538 -1.559 -1.146
17 H 2.859 0.550 -0.692
18 C -1.042 3.156 -2.509
19 H -1.730 0.874 7.081
20 N -1.778 0.998 6.083
21 C -0.639 0.779 5.404
22 H 2.787 -1.982 -2.118
23 Au -0.850 2.547 -0.699
24 H 0.154 -4.266 -1.653
25 C -0.704 1.097 3.933
26 H 1.365 -1.457 -3.723
27 S 2.253 0.621 -2.938
28 H 1.004 -3.149 -2.691
29 H -2.855 1.288 3.794
30 C 0.367 1.475 1.827
31 H 1.399 0.902 3.613
32 H -1.404 -2.854 -3.048
33 H 1.254 1.516 1.209
34 C -1.911 1.690 1.944
35 C 2.161 -0.071 -1.261
36 H 1.316 -0.169 -4.901
37 S -1.220 3.906 -3.856
38 C -1.903 1.363 3.286
39 H 1.161 0.095 -0.872

Cartesian forces, eV/Å:
S 0.0 0.1 -0.1
H 0.0 0.0 0.0
C 0.1 -0.1 0.0
C 0.1 0.0 0.0
C 0.0 0.1 0.0
H 0.0 0.0 0.0
C -0.1 0.0 0.0
H 0.0 0.0 0.0
N 0.1 0.0 0.4
H 0.0 0.0 0.0
S 0.0 0.0 0.1
S 0.0 0.0 -0.2
H 0.0 -0.1 0.0
C 0.4 0.0 -0.1
H 0.0 0.1 -0.1
C -0.1 0.1 0.1
H 0.0 -0.1 0.0
C 0.1 0.1 -0.3
H -0.1 0.0 0.0
N -0.1 0.2 0.1
C 0.2 -0.1 -0.3
H 0.1 0.0 0.0
Au -0.2 -0.2 0.0
H 0.0 0.0 0.0
C -0.1 0.0 0.3
H 0.0 -0.1 -0.1
S -0.1 0.0 0.1
H 0.0 0.0 0.0
H 0.0 0.0 -0.1
C 0.1 0.0 0.0
H 0.0 0.0 0.0
H 0.0 -0.1 0.0
H 0.0 0.0 0.0
C 0.0 0.0 0.0
C 0.0 0.0 0.0
H 0.0 0.0 0.0
S 0.0 0.1 0.0
C -0.3 -0.1 -0.1
H 0.0 0.0 0.1

Just the Mulliken charges please, in e? Sure, here they are: -0.087, 0.346, -0.192, -0.683, -0.524, 0.181, -0.735, 0.474, -0.433, 0.402, -0.039, -0.356, 0.372, -0.671, -0.191, -0.861, 0.354, -0.112, 0.228, -0.352, 0.218, 0.393, 0.284, 0.425, 1.068, 0.101, -0.113, 0.280, 0.370, -0.135, 0.381, 0.378, 0.426, -0.406, 0.238, 0.399, -0.357, -0.730, -0.346

---

# 3
Density functional theory data (ωB97M-V/def2-TZVPD) for a molecular structure, C38H29I2N2O2PRb.

Summary:
E_HOMO: -4.224 eV
ΔE to the lowest compared entry with this formula, charge and spin: 0.0 kcal/mol
gap between HOMO and LUMO: 0.230 Eh
net charge: -1

Geometry (Å):
1 C -1.774 -3.809 5.050
2 C 1.062 -2.043 -3.726
3 C 2.516 -0.492 5.498
4 C -3.269 0.905 -4.228
5 C 1.169 2.145 -1.673
6 H -0.539 -2.719 3.675
7 H -1.827 -1.641 -2.526
8 I -4.882 1.646 -0.391
9 H 2.325 5.328 -1.070
10 H 4.326 -0.096 4.410
11 C 3.245 -0.122 4.375
12 C -0.761 0.035 -3.345
13 C 1.131 -0.531 5.448
14 H -4.033 -0.882 -3.311
15 H -2.910 -0.353 6.311
16 C -3.154 -0.288 -3.528
17 H -1.456 -4.777 4.681
18 H -0.997 1.528 5.619
19 C 2.098 0.545 -3.295
20 C -4.173 3.080 1.010
21 H -3.831 -2.409 7.340
22 H -3.102 -4.631 6.526
23 O -2.344 3.092 4.110
24 C 3.012 0.192 -4.257
25 C -1.659 0.026 2.866
26 C 1.190 0.172 3.160
27 C 0.613 -2.118 -5.045
28 H -2.217 2.596 -5.024
29 H 0.596 3.760 -0.374
30 C 0.450 -0.192 4.280
31 C -2.046 1.928 3.904
32 H 0.568 -0.839 6.322
33 C -1.253 -2.657 4.485
34 C 2.293 4.345 -1.531
35 H -4.241 1.252 -4.557
36 I -2.743 4.404 0.190
37 H 3.995 4.709 -2.779
38 H -0.011 1.835 -4.236
39 H 4.740 0.797 -5.401
40 C 4.026 1.095 -4.642
41 C 0.848 -3.249 -5.813
42 P 0.819 -0.579 -2.627
43 C -3.106 -2.484 6.538
44 O -1.590 -0.864 2.014
45 C -2.588 -1.327 5.969
46 H 0.490 -3.292 -6.834
47 H -5.017 3.660 1.355
48 Rb -1.186 1.049 -0.185
49 C 2.577 0.208 3.206
50 H 2.539 -5.100 -3.539
51 H -3.674 2.533 1.807
52 C 3.222 4.010 -2.476
53 C -1.909 -0.716 -3.087
54 C 1.292 3.418 -1.145
55 C -1.654 -1.404 4.944
56 H 2.973 -0.782 -4.728
57 C 4.104 2.332 -4.068
58 N -2.168 1.253 2.712
59 H 0.075 -1.281 -5.474
60 H 0.689 0.421 2.234
61 H 2.097 -3.095 -2.174
62 C 1.999 -4.264 -3.968
63 H 3.027 -0.759 6.416
64 H 1.727 -5.208 -5.878
65 H 4.879 3.031 -4.368
66 N -1.549 1.080 4.904
67 C 1.544 -4.325 -5.277
68 C -0.888 1.228 -4.051
69 C 3.174 2.728 -3.075
70 C 2.154 1.826 -2.664
71 H 3.129 0.494 2.320
72 C 1.752 -3.133 -3.201
73 C -2.699 -3.728 6.083
74 C -1.078 -0.156 4.299
75 C -2.134 1.658 -4.488

Cartesian forces, eV/Å:
C 0.0 0.0 0.0
C 0.0 0.0 0.0
C 0.0 0.0 0.0
C 0.0 0.0 0.0
C 0.0 -0.1 0.0
H 0.0 0.0 0.0
H 0.0 0.0 0.0
I -0.1 0.0 0.0
H 0.0 0.0 0.0
H 0.0 0.0 0.0
C 0.0 0.0 0.0
C 0.0 0.0 0.0
C 0.0 0.0 0.0
H 0.0 0.0 0.0
H 0.0 0.0 0.0
C 0.0 0.0 0.0
H 0.0 0.0 0.0
H 0.0 0.0 0.0
C 0.1 0.0 0.0
C -0.1 0.0 0.1
H 0.0 0.0 0.0
H 0.0 0.0 0.0
O 0.0 0.0 0.0
C -0.1 -0.1 0.0
C 0.0 -0.1 -0.2
C 0.0 0.0 0.0
C 0.0 0.0 0.0
H 0.0 0.0 0.0
H 0.0 0.0 0.0
C 0.0 0.0 0.0
C 0.0 0.1 0.0
H 0.0 0.0 0.0
C 0.0 0.0 0.0
C 0.0 0.0 0.0
H 0.0 0.0 0.0
I 0.0 0.1 0.0
H 0.0 0.0 0.0
H 0.0 0.0 0.0
H 0.0 0.0 0.0
C 0.0 0.1 0.0
C 0.0 0.0 0.0
P 0.0 0.1 0.1
C 0.0 0.0 0.0
O 0.1 0.1 0.1
C 0.0 0.0 0.0
H 0.0 0.0 0.0
H 0.0 0.0 0.0
Rb 0.0 -0.1 0.1
C 0.0 0.0 0.0
H 0.0 0.0 0.0
H 0.0 0.0 0.0
C 0.0 0.0 0.0
C 0.0 0.0 0.0
C 0.0 0.0 0.0
C 0.0 0.0 0.0
H 0.0 0.0 0.0
C 0.0 -0.1 0.0
N 0.0 0.0 -0.1
H 0.0 0.0 0.0
H 0.0 0.0 0.0
H 0.0 0.0 0.0
C 0.0 0.0 0.0
H 0.0 0.0 0.0
H 0.0 0.0 0.0
H 0.0 0.0 0.0
N 0.0 -0.1 0.0
C 0.0 0.0 0.0
C 0.0 0.0 0.0
C 0.0 0.0 0.0
C 0.0 0.1 0.0
H 0.0 0.0 0.0
C 0.0 0.0 0.0
C 0.0 0.0 0.0
C 0.0 0.1 0.0
C 0.0 0.0 0.0

Just the Mulliken charges please, in e? Sure, here they are: -0.780, -0.421, -0.748, -0.511, 0.461, 0.435, 0.362, 0.075, 0.366, 0.382, -0.443, -0.102, -0.244, 0.442, 0.416, -0.705, 0.379, 0.303, 0.734, -0.245, 0.395, 0.380, -0.726, -0.423, -0.782, -0.258, 0.155, 0.414, 0.160, -0.315, 0.098, 0.401, -0.198, -0.693, 0.371, 0.128, 0.319, 0.414, 0.394, -0.802, -0.662, 0.430, -0.766, -0.729, -0.423, 0.382, 0.425, 0.683, -0.881, 0.396, -0.077, -0.907, -0.011, -0.084, -0.835, 0.303, -0.894, -0.249, 0.393, 0.405, 0.387, -0.640, 0.385, 0.369, 0.322, -0.173, -0.422, 0.073, 0.639, -0.889, 0.512, -0.260, -0.389, 3.346, -0.748

---

# 4
Density functional theory data (ωB97M-V/def2-TZVPD) for C4H5NO3 in the gas phase in a non-equilibrium geometry.

Summary:
E_HOMO: -9.942 eV
ΔE to the lowest compared entry with this formula, charge and spin: 133.9 kcal/mol
SMILES: O=C1COCC=NO1
gap between HOMO and LUMO: 0.349 Eh
net charge: 0

Geometry (Å):
1 O -2.851 0.433 0.026
2 N 0.445 1.859 -0.454
3 C -1.582 0.501 -0.053
4 C 1.403 1.062 0.077
5 H -1.299 -1.354 -1.103
6 C -0.970 -0.881 -0.182
7 H 0.742 -0.864 1.426
8 C 1.187 -0.393 0.348
9 O 0.376 -0.873 -0.748
10 O -0.877 1.518 -0.081
11 H 2.491 1.415 -0.251
12 H -1.063 -1.351 0.754
13 H 1.999 -1.073 0.241

Cartesian forces, eV/Å:
O 4.1 1.5 0.2
N 3.7 -2.4 2.6
C -5.6 -6.2 -0.6
C -0.5 2.4 -3.3
H -2.1 -0.4 0.8
C 1.1 0.9 -4.1
H 0.9 2.1 -2.6
C -1.3 -2.5 1.6
O -0.2 0.7 3.4
O 0.8 5.1 0.1
H -2.6 -0.5 1.0
H -0.1 -1.2 0.8
H 1.8 0.6 0.1

Just the Mulliken charges please, in e? Sure, here they are: -0.616, -0.320, 0.687, 0.081, 0.272, -0.396, 0.254, -0.425, -0.399, -0.154, 0.293, 0.375, 0.349

---

Q: Look up the net charge of the second one.
A: 0